Entry from the OMol25 dataset: an isolated ion of composition C7H12N3S2 and charge +1 (wB97M-V/def2-TZVPD).

```
24
Properties=species:S:1:pos:R:3:forces:R:3:nbo_charge:R:1
N -1.405043 0.792558 0.082032 -1.8404 -2.0225 0.1526 -0.655
H 4.047783 -0.605179 1.128244 -1.5102 0.1214 -0.0641 0.268
H -3.406765 -1.585988 -0.268229 -0.4329 -0.1389 0.1319 0.423
H 1.810024 2.326058 0.193327 -0.2432 -0.0392 -0.0812 0.253
C -0.397374 -0.089524 0.272051 2.7320 1.2858 0.5668 0.289
C 1.351465 -1.510173 1.045382 -0.2799 2.0895 -1.3341 -0.439
C 0.793740 1.935489 0.094517 1.1050 0.9530 -1.0211 -0.435
N 0.839028 0.491206 0.188062 -2.1826 -0.4353 0.5249 -0.329
H -1.365994 -2.135601 -1.688795 0.1488 0.6338 -0.6045 0.220
H 3.671556 -0.054613 -0.397831 0.6270 0.9345 -1.7820 0.249
H -2.743895 -1.195079 -2.477381 0.6248 -0.2353 0.2936 0.232
N -2.560397 -1.063386 -0.385719 -1.1229 0.8904 0.4257 -0.646
H -1.370974 1.729256 0.363145 0.3199 1.3404 0.4571 0.447
S -0.335646 -1.710957 0.846165 0.0744 1.0827 -0.1950 0.628
H 0.177583 2.372716 0.918190 0.5978 -0.2436 -0.7261 0.218
C -2.666066 0.225795 0.149587 -2.0927 -1.4256 0.0361 0.222
H 3.345347 1.005853 1.106925 0.6188 -0.0525 -0.9157 0.238
C 3.306882 0.038098 0.575641 -0.2839 0.0256 2.2359 -0.662
H 2.024802 -2.240807 1.254248 1.2828 -2.4391 0.8376 0.257
C 1.852050 -0.334368 0.584256 0.5736 -1.6512 1.5645 0.200
H 0.425505 2.169389 -0.942272 0.1773 0.2424 1.2026 0.245
H -1.405861 -0.203024 -1.769195 -0.0264 -1.9856 -1.0355 0.208
C -1.945632 -1.201669 -1.706640 -0.4305 1.2641 -0.0899 -0.435
S -4.042115 0.843952 0.834279 1.5634 -0.1945 -0.5800 0.007
```
Positions in Å, forces in eV/Å.

The multiplicity is 1. Its HOMO energy is -12.245 eV. The frontier orbital gap is 8.06 eV. Its LUMO energy is -0.15385 Ha. The charge is +1.

Entry from the OMol25 dataset: an isolated molecule of C6H10 (wB97M-V/def2-TZVPD).

```
16
Properties=species:S:1:pos:R:3:forces:R:3:nbo_charge:R:1
H 0.114642 2.244479 -0.994911 0.0148 -0.1418 0.0031 0.199
H 0.352049 -1.067381 1.729615 0.0684 0.0786 -0.1213 0.187
C 0.653501 -1.869567 -0.163344 0.0373 0.1253 -0.0759 -0.448
H -2.059203 0.545843 0.454178 0.1056 0.0562 0.0680 0.214
C 0.259794 1.157558 -1.000551 -0.0085 0.0295 -0.0331 -0.606
H 1.249079 0.934693 -1.409054 -0.1474 0.0301 0.0463 0.224
H 0.937092 -2.776285 0.375430 -0.1263 -0.1362 -0.1031 0.183
H -1.336403 0.668131 2.072041 0.0118 0.0388 -0.1589 0.207
H 0.971030 -2.763289 -1.977841 -0.1330 0.1853 0.0578 0.100
H -1.384207 2.087960 1.012747 0.0296 -0.1663 -0.0156 0.217
C 0.115430 0.631160 0.422641 0.0317 -0.0796 -0.0756 -0.296
H -0.466187 0.695234 -1.670737 0.0728 0.0841 0.0831 0.235
C 0.366477 -0.824632 0.661773 0.0406 0.0659 0.0400 0.095
C 0.596117 -1.789398 -1.594114 0.1992 -0.1285 0.2967 -0.145
H 0.879126 1.123607 1.050449 -0.0964 -0.0673 -0.0663 0.223
C -1.248338 1.001889 1.031680 -0.1002 0.0260 0.0547 -0.591
```
Positions in Å, forces in eV/Å.

The multiplicity is 1. Its HOMO energy (spin up / spin down) is -8.096 / -8.125 eV. The frontier orbital gap (spin up / spin down) is 7.35 / 7.38 eV. Its LUMO energy (spin up / spin down) is -0.02743 / -0.02731 Ha.

Entry from the OMol25 dataset: C31H42BrMgN3P2 as an isolated structure (wB97M-V/def2-TZVPD).

```
80
Properties=species:S:1:pos:R:3:forces:R:3:mulliken_charge:R:1
C -1.852473 0.165175 0.660725 -0.5126 0.0759 -0.1133 -1.252
H -3.500241 0.152121 -4.805902 -0.1070 0.2908 -0.3464 0.511
H 1.998372 1.234692 3.831137 -0.2840 0.0898 0.0966 0.397
C -1.550697 2.937408 -1.809824 0.5319 2.9766 -0.2598 -0.236
C 3.091279 -2.678954 2.315381 -0.2477 0.2453 -0.0840 -0.646
C -1.266408 2.144298 -0.634890 -0.5673 -0.8347 -0.2184 0.152
C 1.089122 1.070497 4.413504 -0.0626 0.0065 1.0923 -0.178
H -1.936388 -0.106820 -2.611110 0.2112 -0.1130 0.2554 0.024
C -1.328601 4.922574 -4.929436 -0.4228 0.1847 -0.2040 -0.546
H -0.526150 8.292323 -3.327212 0.0218 -0.5375 0.0776 0.387
H 6.546596 -0.305123 1.742430 0.0129 -0.2676 -0.0606 0.431
H 3.684387 -2.418410 3.205248 -0.1750 -0.0652 -0.2089 0.517
H 2.130668 0.858183 6.292722 -0.1356 -0.0832 0.0142 0.471
C -4.684248 -3.484940 -0.228263 -0.1023 0.0588 -0.1746 -1.496
C -2.914445 -0.588065 -2.817444 -0.2049 0.9428 -0.2048 0.039
C -0.751395 7.305425 -3.745274 0.0538 -0.9395 -0.0626 -0.398
H -1.034608 -4.637088 -0.852228 -0.0014 0.1978 -0.2624 0.341
C 0.348520 1.057504 0.857784 -0.1628 0.4992 0.0986 0.242
H 5.740681 -1.792848 2.260688 -0.0186 0.1670 -0.2065 0.267
H 3.113090 -0.792980 -2.380704 0.0581 0.1296 0.1078 0.415
Br -0.136641 -1.622945 1.931306 -0.6570 -0.1673 0.4631 0.134
C -1.218793 0.557378 5.795668 -0.2750 -0.0234 -0.5810 -0.576
Mg -2.697706 1.710754 -3.034150 -0.6595 -1.2663 -0.8017 0.541
C 3.278721 -0.461729 -1.348876 0.0467 -0.1251 -0.2308 -1.405
N -0.073356 1.098468 3.783251 -0.0438 -0.2323 -1.0060 -0.241
C -0.007891 0.575214 6.490582 -0.1351 0.0768 -0.1551 0.749
H 3.522424 -2.455217 -0.495030 -0.1514 0.2165 -0.3320 0.554
C -2.200699 1.165760 -0.243203 0.2369 0.2326 0.3096 -0.313
H -5.633557 -3.193012 -0.697096 0.2718 -0.1724 0.0513 0.349
H -2.789426 -2.588914 0.292871 -0.2158 0.2384 -0.2645 0.121
H 3.005989 -4.282797 0.831654 0.1513 0.1447 0.0881 0.307
P 2.850930 -1.100075 1.382830 0.2694 0.8857 0.2890 0.492
H -1.192335 -4.594625 -2.623942 0.1426 0.1334 0.2190 0.426
H -2.113908 0.745319 3.823444 0.1986 0.1670 0.1894 0.353
H -0.906207 -2.210304 -0.686856 0.1005 -0.0347 -0.4322 -0.803
C 1.170057 0.833174 5.790676 0.1479 0.0145 -0.3812 -0.645
H -2.642705 -0.506089 0.969630 0.2783 -0.1094 0.0346 0.979
H -3.217961 1.249610 -0.641735 0.0243 -0.2144 0.4155 1.401
H 1.842064 -1.910414 -0.621878 0.2058 -0.0254 0.0074 -0.442
H -2.269288 -1.121517 -4.828164 -0.1025 0.0670 0.0919 0.371
H 3.901233 -4.661957 2.302642 -0.0164 0.0762 -0.2182 0.404
C -0.036642 2.139348 0.046162 1.1335 -0.2762 -0.3833 -1.158
P -2.877921 -2.270440 -2.099726 0.0656 -2.6066 0.2507 -0.188
H -1.222282 6.076659 -6.754842 0.1810 0.1627 0.3730 0.363
C -1.131287 6.105337 -5.665225 0.1141 -0.6207 0.6130 -0.391
H -4.045572 -1.411734 -0.179295 -0.0216 -0.2092 0.1925 0.264
H -3.945522 -1.525879 -4.476242 0.0769 0.3374 0.0535 0.408
H 4.405474 0.680497 0.952606 0.0086 -0.1649 0.2515 0.452
C 5.700677 -0.971522 1.535077 0.4243 0.3600 0.0372 -1.290
H -2.167582 0.362512 6.285374 0.2398 -0.0497 0.0945 0.465
H 4.343542 -0.213445 -1.261617 -0.2754 -0.0040 0.0552 0.322
H 0.660569 2.971754 -0.133277 -0.1952 -0.6277 0.0860 0.493
N 0.046053 0.117398 9.065808 -0.0971 0.4864 -2.9401 -0.409
C -1.108379 -2.605299 -1.696497 0.2842 0.4955 0.0123 0.657
C -0.730696 -4.096715 -1.760185 -0.0300 -0.1139 -0.0715 -1.403
H -4.874908 -3.633882 0.845124 0.0858 0.1065 -0.3495 0.420
C -1.324553 4.935567 -3.529854 0.0220 0.6527 -1.2203 0.997
C -3.167740 -0.768912 -4.313130 0.1331 -0.1583 -0.3471 -1.335
C 4.411819 -0.166185 1.657836 0.0833 -0.3642 -0.0752 -0.737
H 0.360054 -4.203630 -1.855602 -0.3467 0.0591 0.0817 0.358
C -0.924248 6.164716 -2.937099 -0.3730 -0.1001 0.3698 -0.279
N -0.857649 7.262713 -5.071624 -0.3232 0.0014 -0.3432 -0.475
H 2.689543 0.450995 -1.195009 0.1153 -0.0760 0.0445 0.249
H -0.505622 -2.029402 -2.414122 0.0267 -0.1666 0.0911 0.541
H 5.841927 -1.379077 0.525062 -0.0799 0.0369 0.2334 0.262
H 4.643384 -3.621015 1.084312 -0.2248 -0.0446 0.0802 0.297
H 1.359251 1.023814 1.270775 -0.3974 0.0349 -0.0695 0.587
C -1.198491 0.801875 4.417950 0.3087 0.0550 1.0562 -0.221
C -3.610744 -2.392211 -0.416470 -0.3152 0.3020 0.5468 0.168
H -3.757502 -0.053999 -2.335930 -0.0246 -0.0960 0.1651 0.457
C 2.868148 -1.579515 -0.394070 0.2411 -0.4538 0.1704 0.285
H 4.316636 0.260081 2.672472 0.0797 -0.0998 -0.3533 0.320
C -1.670231 3.681704 -2.825297 1.9434 -0.4134 2.8070 -0.162
C 3.694576 -3.865844 1.576304 0.2041 -0.3740 0.2133 -1.424
H -4.369844 -4.451756 -0.643618 -0.0572 0.2862 0.0583 0.368
H 2.084273 -2.941365 2.673183 0.3370 -0.1076 0.1116 0.391
C -0.544242 0.005488 1.151235 -0.6978 1.2968 -1.5773 -0.407
C 0.015733 0.318499 7.910384 0.1453 -0.4103 2.7512 -0.158
H -1.506749 3.986110 -5.446600 -0.1437 0.1218 -0.1491 0.292
H -0.731297 6.275709 -1.875276 -0.3534 -0.1641 -0.0133 0.418
```
Positions in Å, forces in eV/Å.

The multiplicity is 1. Its HOMO energy is -11.991 eV. The frontier orbital gap is 3.64 eV. Its LUMO energy is -0.30674 Ha. The charge is +2.

Entry from the OMol25 dataset: C28H41BrCuN2P2S as an isolated structure (wB97M-V/def2-TZVPD).

```
76
Properties=species:S:1:pos:R:3:forces:R:3:mulliken_spin:R:1
H -2.262939 -3.973066 -3.902688 0.3599 -0.0655 0.2473 0.000
H -2.074109 -1.707366 -4.681451 -0.1533 0.0842 0.0866 0.000
H 1.187600 0.219676 1.196141 0.1849 0.2009 -0.1725 0.000
C 0.727772 3.301795 -1.663929 -1.9768 -0.7877 1.3755 -0.003
H 1.469015 -3.235761 -0.575996 0.3136 0.1106 0.0719 0.000
N -1.572203 -0.048080 3.791474 -0.5021 0.2516 0.6198 0.004
C 3.417747 -2.639115 -1.316915 0.4496 -0.0969 -0.2741 0.000
C 3.276798 0.303677 0.624482 0.4545 -0.5507 -0.4038 0.000
H -0.088843 -0.938224 2.520015 -0.1856 0.0939 0.4664 -0.004
C -1.333138 -4.273995 -3.402283 -0.3753 -0.3271 -0.1112 0.000
C -1.372182 2.438028 -0.255747 -0.5937 -0.5489 0.4636 -0.004
C -0.263041 2.864601 -1.073810 1.7122 1.1975 -1.0475 0.005
H -4.199146 -2.150167 -1.257260 0.1880 -0.2334 0.0308 0.000
H 3.923946 0.470848 -0.245853 -0.2296 -0.0859 0.2945 0.000
C 2.048767 3.864050 -3.675948 0.2843 -0.1157 -0.0418 0.000
H 1.479404 -1.166134 4.660594 -0.2939 0.1600 0.2343 0.000
H 3.567218 -0.645191 1.091364 -0.0443 0.2784 -0.0600 0.000
C -3.252516 2.836018 1.282005 1.1465 -0.1196 -0.7457 -0.008
C -2.812248 -1.382013 -3.943287 -0.1742 -0.3830 -0.3547 0.000
H 3.143120 0.812300 -3.751671 -0.1242 -0.1399 0.2717 0.000
H 3.838980 -0.284538 -2.545281 -0.3307 0.2869 -0.0610 0.000
C 1.906773 3.857811 -2.274407 0.6202 0.4688 -0.3769 -0.001
P -1.063231 -1.944505 -1.723037 -0.8964 -0.5055 -1.7016 0.000
S -0.330334 -0.112137 6.049740 -0.3360 -0.0148 -1.2063 0.001
H 0.544871 -3.439583 -2.699461 -0.2074 -0.0576 -0.2307 0.000
H 3.235448 -2.639463 -2.398943 0.0424 0.0088 0.2418 0.000
C 4.082208 4.932369 -2.166792 -0.9565 -0.3948 -0.2987 0.000
H 3.503897 1.100138 1.345214 -0.3293 -0.1408 -0.1460 0.000
Cu -4.226966 0.694380 3.000308 0.6854 0.0037 -0.0245 1.023
H 0.911206 0.689165 -2.711894 0.0104 -0.1770 0.0876 0.000
H 1.511351 1.354241 -0.113043 -0.0908 -0.3051 -0.0180 0.000
C -2.227121 -2.999806 -0.744788 0.8257 0.0672 1.4914 0.000
C 2.155708 -2.376222 -0.505980 -0.9135 -0.4764 0.1467 0.000
C 0.480456 -0.739023 4.648843 -1.0405 0.2657 -0.8391 0.002
C 1.782791 0.363246 0.279631 -1.5248 0.4960 0.8627 0.001
C -0.441504 -3.087487 -3.042913 1.0910 0.4187 0.2685 0.000
H -2.938600 -0.437862 -1.990396 0.3678 -0.0574 -0.1043 -0.001
H -2.548349 -0.509482 1.067319 -0.0339 0.1366 0.1876 0.154
C 3.218161 4.389993 -4.242911 -0.3215 -0.0379 0.7011 0.000
H -2.187998 -2.586646 0.275456 -0.1807 -0.2781 -0.1345 -0.003
H -3.423069 -0.606510 -4.425858 0.2497 -0.0556 0.2778 0.000
H -3.772809 -3.602579 -2.197238 0.1230 0.1851 0.3985 0.000
H 1.281826 3.446274 -4.332547 0.1388 0.1585 0.3245 0.000
C 3.040191 0.450258 -2.718746 0.5675 0.1796 0.2284 0.000
H 3.370353 4.380935 -5.326508 -0.0709 0.0743 0.3818 0.000
N 4.192823 4.914653 -3.498657 0.2656 -0.0784 -0.0127 0.000
H 3.197780 1.324249 -2.071178 -0.0636 -0.2944 -0.2008 0.000
H 3.797891 -3.633576 -1.046694 -0.1280 0.2501 -0.0681 0.000
C 1.635533 -0.126981 -2.561708 -0.9719 -0.5898 -0.3161 0.000
H -0.794175 -4.912759 -4.112511 -0.0071 0.1834 0.1869 0.000
H -2.628406 0.719102 5.481381 0.3824 -0.1820 -0.1415 -0.017
H -4.237329 -3.744525 -0.509034 0.3577 0.1730 -0.0137 0.000
H 1.442900 -0.878197 -3.341855 0.0284 0.1422 0.1337 0.000
Br -5.455048 -0.157380 4.636914 -0.3036 -0.1518 0.3019 -0.004
H -1.584634 -4.897697 -2.538535 0.0843 0.1027 -0.2219 0.000
C -1.718764 0.286804 5.056475 1.1681 -0.7551 -0.2889 0.007
C -1.525215 1.062082 0.006186 -0.4877 -0.3168 0.1893 0.051
C -3.268017 1.479835 1.582632 -1.0106 -0.0940 0.2913 0.281
H -0.910301 0.334548 -0.532994 -0.0819 0.5520 0.2038 0.010
H 2.409398 -2.265042 0.559747 -0.2776 -0.0314 -0.3066 0.000
C 2.947482 4.430524 -1.502675 0.2228 -0.1843 -0.4474 0.000
H -1.784694 -4.004967 -0.695004 0.1081 0.3766 0.1046 0.000
H -3.486778 -2.219828 -3.733802 0.2219 0.3102 -0.0410 0.000
H 4.219244 -1.922575 -1.092309 -0.3230 -0.1657 -0.0829 0.000
H -3.921956 3.533376 1.774270 0.0680 -0.0383 -0.0972 0.010
H 2.915751 4.474688 -0.415517 -0.2052 -0.0553 -0.2373 0.000
H -2.268806 4.379291 0.112676 0.0873 -0.4094 0.1651 -0.001
H -0.268879 -2.467556 -3.935503 0.0991 -0.1108 0.3249 0.000
C -2.298771 3.312836 0.360166 0.0833 0.1869 -0.0901 -0.007
C -2.167648 -0.805807 -2.685512 0.4268 1.0887 0.6712 0.000
H -1.549860 0.067960 -2.943741 -0.2063 -0.0894 0.0190 0.000
P 1.149523 -0.890024 -0.940347 1.6963 -0.1669 -1.0102 -0.004
C -0.343835 -0.618986 3.535943 0.3608 0.1598 1.3878 0.010
C -3.678785 -3.115772 -1.215968 -0.4383 0.2173 -0.5380 0.000
H 4.920775 5.352849 -1.611134 -0.2490 -0.0466 -0.1174 0.000
C -2.483758 0.564030 0.908088 1.1632 0.8453 -1.1553 -0.504
```
Positions in Å, forces in eV/Å.

The multiplicity is 2. Its HOMO energy (spin up / spin down) is -13.573 / -13.529 eV. The frontier orbital gap (spin up / spin down) is 4.97 / 4.93 eV. Its LUMO energy (spin up / spin down) is -0.31608 / -0.31611 Ha. Its expectation value of S² is 0.75. The charge is +2.